[1]
DFT (ωB97M-V/def2-TZVPD) results for C30H42BF5N10O2SeV as an isolated structure in a non-equilibrium geometry.

Calculated values
HOMO-LUMO gap (alpha / beta) = 0.213 / 0.235 hartree
LUMO level (alpha / beta) = -3.4 / -2.8 eV

ORCA input file:
```
! wB97M-V def2-TZVPD RIJCOSX def2/J DEFGRID3
* xyz 1 3
V -0.247 1.796 0.262
C -4.392 1.278 0.930
C -3.831 1.907 -0.350
C -4.941 2.206 -1.360
C -3.049 3.147 -0.051
C -3.503 4.467 0.038
C -2.363 5.235 0.165
N -1.302 4.421 0.164
N -1.713 3.143 0.043
B 0.200 4.745 0.142
N 0.806 4.169 1.425
C 1.413 4.836 2.410
C 2.036 3.921 3.226
C 1.765 2.668 2.666
N 1.005 2.836 1.568
C 2.364 1.395 3.181
C 2.799 0.495 2.026
C 1.424 0.697 4.168
N 0.813 3.965 -1.040
C 1.549 4.447 -2.049
C 1.606 3.495 -3.046
C 0.851 2.418 -2.575
N 0.402 2.709 -1.343
C 0.402 1.208 -3.337
C -1.124 1.274 -3.488
C 0.835 -0.085 -2.655
H -4.947 0.370 0.691
H -3.582 1.036 1.621
H -5.075 1.963 1.432
H -3.126 1.202 -0.797
H -5.738 2.792 -0.903
H -4.552 2.767 -2.209
H -5.376 1.280 -1.732
H -4.521 4.808 0.017
H -2.242 6.300 0.249
H 0.401 5.909 0.047
H 1.370 5.909 2.455
H 2.617 4.108 4.110
H 3.257 1.695 3.739
H 1.951 0.231 1.393
H 3.548 0.994 1.413
H 3.233 -0.429 2.405
H 0.573 0.264 3.652
H 1.955 -0.103 4.682
H 1.062 1.404 4.915
H 1.982 5.430 -2.006
H 2.120 3.561 -3.987
H 0.857 1.248 -4.329
H -1.596 1.070 -2.526
H -1.439 2.259 -3.835
H -1.465 0.539 -4.216
H 0.419 -0.145 -1.646
H 0.485 -0.945 -3.226
H 1.920 -0.131 -2.584
N -1.976 -0.971 -0.727
C -1.288 -1.844 0.220
C -2.278 -2.808 0.910
C -1.732 -3.852 1.890
C -0.684 -4.800 1.277
N 0.690 -4.370 1.450
C 1.380 -4.434 2.571
N 0.869 -4.996 3.676
N 2.640 -4.004 2.575
C -0.509 -0.977 1.223
O 0.059 -1.459 2.172
O -0.502 0.313 0.957
H -2.916 -0.789 -0.386
H -2.069 -1.422 -1.630
H -0.527 -2.416 -0.319
H -2.797 -3.338 0.107
H -3.025 -2.201 1.434
H -2.585 -4.442 2.233
H -1.304 -3.355 2.760
H -0.850 -4.896 0.204
H -0.787 -5.800 1.704
H 1.115 -3.787 0.721
H -0.105 -5.232 3.726
H 1.415 -5.059 4.515
H 3.002 -3.521 1.751
H 3.166 -3.969 3.429
F 2.988 -4.834 -5.698
C 2.902 -4.254 -4.502
C 4.047 -3.822 -3.847
F 5.240 -3.993 -4.417
C 3.948 -3.220 -2.604
F 5.065 -2.809 -2.002
C 2.723 -3.060 -1.961
Se 2.592 -2.259 -0.259
C 1.596 -3.512 -2.641
F 0.385 -3.403 -2.048
C 1.666 -4.089 -3.895
F 0.554 -4.498 -4.515
*
```

=====

[2]
DFT (ωB97M-V/def2-TZVPD) results for C46H87FN2O6S as an isolated structure in a non-equilibrium geometry.

Calculated values
HOMO-LUMO gap = 0.282 hartree
LUMO level = -1.2 eV

ORCA input file:
```
! wB97M-V def2-TZVPD RIJCOSX def2/J DEFGRID3
* xyz 0 1
C -3.833 4.896 2.316
C -3.730 3.836 2.927
C -3.365 2.714 3.984
C -2.104 1.857 3.582
C -2.057 0.392 3.827
C -3.216 -0.480 4.445
C -4.537 -0.567 3.564
C -4.378 -1.315 2.155
C -3.050 -2.168 1.984
C -3.212 -3.356 0.891
C -1.769 -3.543 0.189
C -1.795 -3.156 -1.372
C -0.788 -4.071 -2.234
C 0.328 -3.252 -3.023
C 0.114 -3.283 -4.622
C 0.214 -1.844 -5.313
C 1.441 -1.667 -6.321
C 0.989 -1.551 -7.868
C 1.156 -0.080 -8.466
C 0.029 0.250 -9.572
C 0.606 0.196 -11.068
C -0.279 1.069 -12.089
C -1.197 0.195 -13.053
C -2.549 0.942 -13.490
C -3.148 0.391 -14.862
C -0.728 -0.334 3.430
F -0.557 -1.723 3.656
C 0.457 0.345 2.825
C 1.765 -0.513 2.506
O 2.216 -0.368 1.153
O 1.280 -0.831 0.271
C 0.456 1.836 2.500
N 1.503 2.562 1.893
S 0.829 4.120 1.818
N -0.685 3.896 2.540
C -0.886 2.531 2.922
H -3.934 5.942 1.917
H -3.121 3.193 4.994
H -4.310 2.120 4.144
H -2.836 -1.514 4.731
H -3.506 0.020 5.435
H -5.040 0.425 3.363
H -5.291 -1.180 4.169
H -4.546 -0.548 1.331
H -5.251 -2.050 2.064
H -2.687 -2.672 2.925
H -2.275 -1.466 1.520
H -3.897 -2.937 0.095
H -3.567 -4.322 1.359
H -0.964 -2.896 0.656
H -1.400 -4.621 0.289
H -1.464 -2.079 -1.559
H -2.835 -3.318 -1.803
H -1.406 -4.629 -3.016
H -0.300 -4.887 -1.604
H 0.453 -2.176 -2.685
H 1.346 -3.749 -2.857
H 0.876 -3.958 -5.136
H -0.908 -3.714 -4.902
H 0.317 -1.051 -4.502
H -0.734 -1.671 -5.921
H 2.245 -2.457 -6.230
H 1.942 -0.668 -6.076
H -0.058 -1.935 -8.054
H 1.699 -2.223 -8.466
H 0.991 0.670 -7.620
H 2.187 0.099 -8.917
H -0.848 -0.479 -9.500
H -0.357 1.318 -9.440
H 0.695 -0.866 -11.472
H 1.654 0.637 -11.102
H 0.378 1.728 -12.737
H -0.937 1.776 -11.474
H -0.600 -0.045 -13.985
H -1.516 -0.761 -12.527
H -2.398 2.057 -13.627
H -3.349 0.821 -12.688
H -4.121 0.948 -15.088
H -3.446 -0.708 -14.777
H -2.455 0.519 -15.748
H 2.575 -0.216 3.255
H 1.597 -1.631 2.681
H 0.788 -1.598 0.643
C -0.476 4.370 6.695
C -1.318 5.608 6.952
O -2.539 5.334 7.623
C -2.432 4.738 8.908
C -1.659 5.582 9.907
H -1.042 3.638 6.110
H 0.433 4.629 6.146
H -0.176 3.887 7.626
H -1.585 6.057 5.993
H -0.746 6.365 7.499
H -2.002 3.734 8.824
H -3.454 4.606 9.274
H -0.625 5.741 9.595
H -1.643 5.094 10.884
H -2.123 6.566 10.015
C 0.668 -2.228 6.279
C 0.073 -3.625 6.253
O 0.975 -4.635 6.683
C 1.470 -4.515 8.008
C 0.381 -4.537 9.068
H 1.566 -2.183 5.656
H -0.055 -1.501 5.906
H 0.955 -1.925 7.287
H -0.201 -3.872 5.225
H -0.851 -3.670 6.838
H 2.091 -3.618 8.100
H 2.135 -5.368 8.168
H -0.311 -3.700 8.960
H 0.822 -4.481 10.066
H -0.204 -5.457 8.995
C 4.959 -7.216 -3.632
C 4.121 -5.975 -3.372
O 2.894 -6.246 -2.710
C 2.988 -6.851 -1.429
C 3.758 -6.018 -0.419
H 4.394 -7.940 -4.226
H 5.871 -6.952 -4.173
H 5.254 -7.711 -2.706
H 3.862 -5.518 -4.329
H 4.693 -5.224 -2.816
H 3.413 -7.857 -1.516
H 1.963 -6.980 -1.072
H 4.795 -5.862 -0.722
H 3.764 -6.512 0.555
H 3.299 -5.032 -0.308
C 4.058 9.435 2.442
C 4.189 9.131 3.926
O 2.960 9.210 4.633
C 1.932 8.327 4.208
C 2.309 6.859 4.312
H 3.631 10.430 2.293
H 5.037 9.395 1.958
H 3.407 8.720 1.936
H 4.854 9.869 4.378
H 4.657 8.154 4.087
H 1.613 8.580 3.191
H 1.072 8.518 4.856
H 3.161 6.609 3.677
H 1.469 6.229 4.011
H 2.583 6.608 5.341
*
```

=====

no.,DFT total energy (Eh)
1,-5735.9911
2,-2863.3951